Here is a cluster of 10 separate species, C39H56N3O16 in total at a distorted geometry from the Open Molecules 2025 dataset. Energies are from ωB97M-V with the def2-TZVPD basis set.

```
114
C39H56N3O16, DFT ωB97M-V with the def2-TZVPD basis set
C -4.07 3.04 -0.88
C -2.94 2.81 -1.78
O -2.21 3.67 -2.17
N -2.59 1.34 -2.03
H -1.96 1.29 -1.38
H -3.49 0.64 -2.09
C -1.81 1.26 -3.30
H -4.91 2.06 -0.73
H -4.52 4.18 -1.14
H -3.59 3.32 0.17
H -1.30 0.19 -3.50
H -0.87 1.92 -3.45
H -2.39 1.30 -4.15
C -0.22 -3.89 -1.57
C -1.50 -4.06 -0.81
O -1.80 -5.20 -0.28
N -2.45 -2.90 -0.73
H -1.78 -1.98 -0.52
H -2.85 -2.80 -1.67
C -3.45 -2.92 0.36
H 0.06 -2.85 -1.55
H -0.34 -4.01 -2.66
H 0.60 -4.60 -1.46
H -4.02 -3.81 0.36
H -4.31 -2.12 0.31
H -3.17 -2.72 1.33
N -0.36 -0.02 0.16
O -0.58 -0.44 1.33
O -0.45 1.28 0.00
O -0.92 -0.57 -0.81
C -0.36 -3.61 3.02
C 1.10 -3.78 2.52
C 1.54 -5.26 2.18
O 1.17 -3.04 1.17
H -1.07 -4.30 2.51
H -0.71 -2.59 3.09
H -0.43 -3.97 4.12
H 1.95 -3.32 3.18
H 1.37 -5.94 2.99
H 2.47 -5.41 1.71
H 1.16 -5.61 1.18
H 0.69 -2.17 1.12
C -5.46 0.51 2.75
C -4.00 1.03 2.60
C -3.21 0.65 3.76
O -3.53 0.54 1.44
H -6.25 0.85 1.98
H -5.73 0.86 3.62
H -5.37 -0.55 2.64
H -3.96 2.04 2.46
H -2.33 1.18 3.68
H -3.04 -0.40 4.00
H -3.61 0.77 4.71
H -2.52 0.53 1.35
C -0.24 5.85 2.93
C 0.02 4.38 2.61
C -1.05 3.37 3.21
O 0.17 4.25 1.33
H -1.09 6.29 2.33
H 0.37 6.42 2.49
H -0.54 5.93 3.98
H 0.87 4.04 2.90
H -0.70 3.26 4.24
H -1.14 2.57 2.59
H -2.07 3.73 2.90
H 0.49 3.39 1.29
C 1.43 3.42 -0.76
C 2.53 2.57 0.02
C 3.86 2.31 -0.66
O 4.70 1.63 -0.14
C 4.14 2.97 -1.86
C 3.13 3.95 -2.54
C 1.77 4.04 -1.94
O 0.89 4.67 -2.56
H 0.39 3.42 -0.37
H 2.14 2.07 0.93
H 4.99 2.85 -2.45
H 3.54 4.42 -3.53
C -2.60 -1.28 -6.10
C -2.18 -1.76 -4.67
C -0.65 -1.53 -4.21
O -0.25 -1.66 -3.11
C 0.31 -1.31 -5.37
C -0.24 -0.99 -6.70
C -1.65 -0.89 -7.14
O -1.95 -0.61 -8.22
H -3.74 -1.38 -6.29
H -2.87 -2.06 -3.95
H 1.32 -1.57 -5.14
H 0.45 -0.49 -7.49
C 2.41 -0.17 2.94
C 2.81 -0.30 4.34
C 4.31 -0.29 4.64
O 4.84 -0.42 5.82
C 5.33 -0.16 3.56
C 4.80 -0.01 2.15
C 3.35 -0.22 1.84
O 2.96 -0.32 0.74
H 1.26 -0.31 2.84
H 2.04 -0.43 5.15
H 6.53 -0.11 3.73
H 5.38 0.23 1.17
C 2.23 -1.19 -1.15
C 2.99 -2.09 -0.21
C 4.52 -2.19 -0.48
O 5.29 -2.69 0.32
C 5.07 -1.66 -1.76
C 4.24 -0.78 -2.59
C 2.77 -0.62 -2.39
O 2.15 0.20 -3.08
H 1.14 -0.80 -0.81
H 2.58 -2.59 0.75
H 6.08 -1.82 -2.06
H 4.75 0.01 -3.20
```

## Properties
E_tot: -78543.6148 eV
Molar mass: 822.88 g/mol
HOMO: -10.1016 eV
Net charge: +1
Gap between HOMO and LUMO: 0.1961 Ha
LUMO level: -4.77 eV